DFT (ωB97M-V/def2-TZVPD) results for a cluster of 5 separate species, C26H43Cl12FINO6PS in total in a non-equilibrium geometry.

The geometry in XYZ format:
```
92
Properties=species:S:1:pos:R:3:forces:R:3
C -3.460860 -3.816051 -1.231072 -0.693 -0.746 0.583
C -3.070776 -4.023405 0.202994 0.111 -0.079 0.573
C -3.619344 -2.996110 1.172583 1.055 0.445 -0.307
C -2.292689 -5.070010 0.565112 -0.140 0.344 -0.203
C -1.131611 -5.101875 1.534596 -1.395 -0.150 0.808
C -0.558383 -3.741560 1.922138 0.659 -0.187 0.225
C 0.928698 -3.551399 1.553670 -0.810 -0.051 -0.121
C 1.101150 -3.817549 0.059501 0.379 -0.348 0.208
C 1.350157 -2.152360 2.069644 0.347 -0.280 -0.065
C 2.018942 -1.159023 1.104270 -0.111 0.421 0.039
C 1.201215 0.129378 0.874414 0.236 0.037 0.621
O 1.959404 1.202526 1.422732 0.076 -0.062 -0.604
C 1.254846 2.401572 1.464286 -0.879 1.085 0.956
C 0.130876 2.391851 2.544407 0.999 -1.200 0.545
C 0.523097 1.468097 3.718877 -0.065 -0.895 -1.112
C -0.386813 0.328078 3.980835 -0.484 1.556 1.822
O -0.323673 1.562728 4.806297 -0.167 0.201 -0.049
P 2.617498 3.660616 2.057944 1.200 -0.290 -0.624
O 1.713179 4.950877 2.488517 -0.302 -0.181 -0.015
O 3.073130 3.080199 3.498774 -0.651 0.214 0.129
C 0.730571 2.885301 0.068156 1.548 -0.356 0.339
S 1.911832 3.974296 -0.768568 -0.149 1.007 0.447
N 0.307067 1.756507 -0.900276 0.172 0.428 -0.256
I 0.999651 2.299940 -2.956936 -0.462 -0.626 -0.778
C -1.186907 1.739267 -1.111087 -0.236 0.426 0.470
C -2.086205 1.282394 0.034612 -0.577 0.089 -0.575
C -3.403174 0.788915 -0.615378 0.749 -0.842 0.192
C -4.595790 0.988575 0.258615 0.055 0.053 -0.380
O -5.571204 1.543727 -0.117894 -0.909 0.667 -0.190
O -4.472042 0.475596 1.503847 0.914 -0.053 0.406
C 0.932937 0.400484 -0.600241 0.161 -0.925 -0.125
C 0.162018 -0.721778 -1.261189 -0.299 0.624 -0.617
F 2.184828 0.423282 -1.191314 0.001 0.351 0.126
H -2.875000 -2.961905 -1.578824 -0.015 0.071 -0.157
H -3.150966 -4.682201 -1.801886 -0.217 0.016 -0.271
H -4.521157 -3.599547 -1.368569 -0.039 0.035 -0.151
H -4.032403 -2.141613 0.638397 -0.205 0.025 0.064
H -2.864272 -2.606203 1.852424 -0.126 0.020 0.218
H -4.386973 -3.456858 1.787896 -0.196 0.002 -0.065
H -2.538842 -6.033381 0.122217 0.780 0.166 -0.953
H -0.377792 -5.742567 1.084229 0.091 -0.003 -0.054
H -1.446055 -5.629754 2.442586 0.182 -0.077 0.079
H -1.101136 -2.915328 1.470324 -0.038 -0.039 -0.213
H -0.648258 -3.622288 3.004147 -0.058 0.166 0.048
H 1.467511 -4.326404 2.099444 0.307 0.084 -0.015
H 1.059417 -4.888878 -0.122762 -0.084 -0.063 -0.060
H 0.304524 -3.376405 -0.536611 0.020 0.101 -0.035
H 2.083718 -3.517325 -0.303003 -0.029 0.133 -0.138
H 2.023643 -2.299042 2.912456 0.061 -0.009 0.050
H 0.469515 -1.685486 2.507828 -0.089 0.109 -0.013
H 2.298244 -1.574639 0.143520 -0.013 -0.270 0.047
H 2.949648 -0.811885 1.546606 0.097 0.063 -0.043
H 0.276376 0.044944 1.446970 -0.279 0.067 -0.258
H -0.815645 1.982726 2.204069 -0.242 0.541 -0.191
H 0.019478 3.355932 3.041677 -0.394 0.214 -0.433
H 1.580865 1.292099 3.882246 -0.034 0.196 0.228
H -1.350678 0.335286 3.484614 0.071 -0.539 -0.301
H -0.151105 -0.436287 4.705904 0.265 -0.732 -0.771
H 0.798571 4.908544 2.189658 -0.031 0.256 0.148
H 2.425160 3.266917 4.197308 0.206 -0.063 0.142
H -0.099364 3.557204 0.263773 -0.368 -0.187 -0.331
H 3.073579 3.309666 -0.729704 -0.130 -0.373 0.214
H -1.441224 2.779730 -1.306805 0.047 0.059 -0.188
H -1.407081 1.218277 -2.033823 0.200 -0.342 0.067
H -1.684520 0.472432 0.633409 0.140 0.115 0.217
H -2.326537 2.148507 0.648927 0.212 -0.088 0.339
H -3.289504 -0.290564 -0.755635 -0.074 -0.048 -0.210
H -3.581042 1.231956 -1.589184 -0.156 0.187 -0.002
H -4.541525 1.211931 2.126689 -0.537 -0.113 0.359
H -0.040983 -0.438972 -2.294200 0.020 -0.107 -0.081
H -0.795420 -0.920632 -0.786872 0.050 -0.186 0.211
H 0.772805 -1.611689 -1.302496 0.050 -0.049 0.187
C -0.601324 -3.992341 -4.525178 -0.001 0.004 0.089
Cl -1.620321 -2.544882 -4.479483 0.003 0.022 -0.008
Cl 1.067008 -3.587603 -4.113474 0.001 0.017 0.020
Cl -1.233117 -5.231659 -3.449736 0.202 -0.053 -0.125
H -0.614771 -4.376353 -5.536189 -0.003 0.014 -0.022
C 4.867022 4.634333 -4.011257 0.083 -0.056 -0.044
Cl 3.266768 4.457325 -4.748070 -0.029 0.089 -0.045
Cl 5.116333 3.395418 -2.769201 -0.021 0.014 0.024
Cl 6.129208 4.560114 -5.224744 -0.058 -0.016 0.054
H 4.906646 5.602953 -3.531185 -0.032 0.007 0.023
C -4.374652 3.294478 4.782821 -0.056 -0.166 0.151
Cl -3.290893 3.350803 3.373994 0.082 0.045 -0.134
Cl -5.848039 2.427762 4.362000 0.002 0.011 -0.028
Cl -3.561927 2.553854 6.148791 -0.001 0.026 -0.031
H -4.632662 4.312664 5.041280 0.005 0.029 -0.046
C 7.808980 3.176693 -8.628223 0.030 0.012 -0.054
Cl 7.439929 4.529284 -9.695074 -0.019 0.002 0.014
Cl 8.729750 1.936691 -9.472634 -0.009 -0.004 0.012
Cl 8.674423 3.731194 -7.190651 0.054 -0.010 -0.016
H 6.873785 2.739882 -8.304892 -0.011 -0.005 0.015
```
Positions in Å, forces in eV/Å.

Computed properties:
net charge	+1
HOMO-LUMO gap	4.92	eV
LUMO level	-5.11	eV

Löwdin atomic charge list, values in e, 8 entries: -0.09 -0.34 -0.04 -0.07 -0.17 -0.19 -0.33 -0.07

DFT (ωB97M-V/def2-TZVPD) results for a structure of composition C26H43Cl2FeOP in a non-equilibrium geometry.

The geometry in XYZ format:
```
74
Properties=species:S:1:pos:R:3:forces:R:3
P 0.636398 0.433572 -0.638170 -0.913 -3.235 0.699
C 1.526846 1.150319 0.808674 0.055 0.156 -0.710
C 2.376804 2.359678 0.429765 0.130 0.088 0.680
C 3.220190 2.791650 1.633362 -0.094 -0.100 -0.004
C 2.366808 2.994124 2.899752 -0.124 0.104 0.012
C 1.413189 1.826439 3.225798 0.169 -0.083 -0.406
C 0.591504 1.414755 1.997875 0.127 0.187 -0.080
C -0.947730 1.271756 -1.062123 0.811 0.368 0.056
C -0.718555 2.743692 -1.371740 -0.840 0.146 -0.257
C -2.015923 3.333446 -1.934785 0.020 -0.009 0.094
C -3.224255 3.071244 -1.013203 0.023 0.083 0.139
C -3.370858 1.609137 -0.546487 0.278 0.051 -0.180
C -2.046736 1.063137 -0.006086 0.071 -0.066 -0.038
C 1.745811 0.415443 -2.114557 0.009 0.837 0.162
C 3.014688 -0.403773 -1.785836 0.000 -0.147 -0.117
C 3.964930 -0.463035 -2.992514 -0.297 0.263 -0.043
C 3.270700 -0.968531 -4.268433 -0.098 -0.340 0.102
C 1.916037 -0.293883 -4.543805 0.189 0.177 0.297
C 1.012401 -0.237724 -3.302884 0.085 -0.137 -0.073
H 2.183735 0.303261 1.106876 -0.171 0.393 -0.168
H 1.719944 3.176061 0.100661 0.105 -0.041 0.080
H 3.036267 2.114850 -0.409718 -0.096 0.066 0.065
H 3.764938 3.713971 1.377524 0.006 -0.226 0.275
H 3.954177 1.991807 1.827004 -0.052 0.252 -0.040
H 3.031644 3.153847 3.755701 -0.079 0.142 -0.045
H 1.763955 3.906960 2.773207 0.106 -0.106 0.043
H 2.003499 0.952786 3.542279 -0.114 0.172 0.059
H 0.732915 2.101949 4.044999 0.276 -0.069 -0.091
H -0.004281 0.513863 2.207148 0.115 0.290 -0.084
H -0.110366 2.225668 1.744303 0.216 -0.135 0.080
H -1.296682 0.740977 -1.973193 0.279 0.206 0.323
H -2.202269 2.847915 -2.905914 0.027 0.211 0.105
H 0.093144 2.860166 -2.099929 -0.059 0.043 0.089
H -0.420903 3.271075 -0.453307 -0.081 -0.066 -0.133
H -1.876951 4.412290 -2.100252 -0.279 -0.180 -0.098
H -4.140509 3.370517 -1.534244 0.045 0.103 0.114
H -3.128367 3.711222 -0.122138 -0.036 -0.069 -0.134
H -4.152992 1.526422 0.223580 0.131 0.043 -0.273
H -3.668616 0.984095 -1.402237 -0.048 0.090 0.159
H -2.128587 -0.001857 0.247646 0.046 0.242 -0.137
H -1.789719 1.580165 0.927283 -0.091 -0.035 -0.212
H 2.010114 1.475755 -2.356690 0.170 -0.632 -0.276
H 3.554941 0.019261 -0.930438 -0.094 0.009 -0.072
H 2.732306 -1.425254 -1.475409 -0.095 0.385 -0.138
H 4.335797 0.555713 -3.175462 0.071 -0.093 -0.021
H 4.833083 -1.094732 -2.755861 -0.171 0.146 -0.082
H 3.114108 -2.057048 -4.177593 0.015 0.267 0.000
H 3.933975 -0.810582 -5.128792 -0.069 -0.111 0.081
H 1.397030 -0.807177 -5.365011 0.124 0.116 0.135
H 2.102339 0.740740 -4.861661 -0.011 -0.060 -0.103
H 0.106905 0.321874 -3.557777 0.056 0.011 0.032
H 0.670119 -1.251073 -3.028190 0.195 0.337 0.076
Fe -0.239079 -3.081686 0.299449 1.014 0.046 -1.703
Cl -1.270919 -2.709631 -1.646009 -0.612 -0.259 -0.734
Cl 1.958736 -3.013347 0.582921 1.128 -0.271 0.051
C -0.785554 -2.000275 1.731927 -0.549 0.556 2.167
H -0.006528 -1.613158 2.440223 -0.662 -0.389 -0.380
C -2.116191 -1.979174 2.248065 -0.045 0.293 -0.055
C -3.238663 -2.159784 1.362388 0.060 -0.024 0.964
C -4.523241 -2.218083 1.883528 0.215 0.055 0.120
C -4.742697 -2.102936 3.264213 -0.044 0.000 0.117
C -3.656367 -1.904031 4.134828 -0.418 0.000 0.011
C -2.369116 -1.819039 3.648831 0.041 0.040 -0.528
H -3.066968 -2.256396 0.291548 0.040 0.022 0.218
H -5.368295 -2.355967 1.208867 0.120 0.026 0.148
H -3.833448 -1.811913 5.208897 -0.015 -0.016 -0.257
H -1.514393 -1.658241 4.321200 -0.407 -0.084 -0.323
H -5.758583 -2.164352 3.660153 0.291 0.025 -0.083
C 0.185768 -5.792453 1.281577 -0.001 0.596 -0.887
O -0.268461 -5.613870 -0.119622 -0.202 0.602 1.554
H 1.259214 -5.563306 1.279590 -0.381 -0.225 -0.052
H -0.008245 -6.820627 1.545341 -0.027 -0.278 0.412
H -0.286989 -5.067687 1.988444 0.091 -0.585 -0.537
H -1.236927 -5.530979 -0.095355 0.325 -0.173 -0.164
```
Positions in Å, forces in eV/Å.

Computed properties:
multiplicity	6
net charge	-1
<S²>	8.793
HOMO-LUMO gap (alpha / beta)	6.01 / 6.81	eV
LUMO level (alpha / beta)	2.86 / 2.86	eV

Löwdin atomic charge list, values in e, 8 entries: 1.07 -0.45 -0.23 -0.20 -0.21 -0.20 -0.22 -0.46

DFT (ωB97M-V/def2-TZVPD) results for a structure of composition C26H43Cl3EuN3O3Si in a non-equilibrium geometry.

The geometry in XYZ format:
```
80
Properties=species:S:1:pos:R:3:forces:R:3
C 1.706101 -0.938714 -3.923274 0.035 -0.358 -0.032
C 1.229590 0.444429 -3.616060 -0.248 1.387 -0.031
H 1.779680 -1.112636 -5.002489 0.072 -0.067 0.243
H 1.016211 -1.684263 -3.492484 0.261 0.303 -0.140
H 2.689495 -1.122840 -3.464972 -0.245 0.065 -0.088
C 0.667418 1.261942 -4.521975 0.479 -0.391 0.256
C 0.538317 0.958805 -5.982214 -0.298 -0.089 -0.452
H 0.303086 2.248529 -4.228601 0.254 -0.190 0.080
H 0.512793 -0.121280 -6.197083 -0.044 0.426 0.028
H 1.370494 1.395153 -6.563239 -0.261 -0.098 0.129
H -0.393833 1.405575 -6.360575 0.217 -0.169 -0.115
Eu 0.143320 -0.980724 0.591098 0.635 1.307 0.113
Cl 2.841259 -0.060704 0.547304 0.336 -0.125 0.635
Cl -1.687024 -2.995426 1.001585 -0.734 -0.211 0.381
C 0.675566 2.503632 1.503157 -0.521 -1.385 0.147
O -0.141841 1.581500 1.681661 1.074 1.271 -0.207
N 0.378578 3.809473 1.652071 -0.351 0.384 0.175
C -0.985144 4.234472 1.939695 0.212 -0.048 -0.080
C 1.383541 4.853568 1.670202 -0.001 -0.118 -0.145
H 1.716675 2.275612 1.203567 -0.220 0.129 0.116
H -1.606423 3.345458 2.064823 0.106 0.131 0.031
H -1.379414 4.839790 1.106625 0.147 -0.126 0.229
H -0.989749 4.842939 2.857033 -0.114 -0.162 -0.188
H 2.360717 4.440942 1.422388 -0.059 -0.062 -0.049
H 1.440999 5.311705 2.665210 -0.020 -0.049 -0.032
H 1.145677 5.637126 0.942936 0.005 -0.129 0.023
H -1.507627 -1.143302 -2.883899 -0.313 0.076 0.358
H -2.384929 1.507814 -3.652545 -0.287 -0.060 0.051
C -2.449888 -1.054919 -2.311901 0.469 -0.084 -0.243
C -3.209704 1.188810 -2.995974 0.225 -0.095 0.267
N -2.696266 0.337745 -1.942689 -0.554 -0.273 0.080
H -2.400430 -1.711181 -1.428468 0.020 0.423 -0.225
C -2.569308 0.797350 -0.688195 1.166 -1.458 0.872
O -1.956177 0.202227 0.216060 -1.872 1.071 -1.232
H -3.667917 2.062378 -2.525945 -0.014 0.047 -0.260
H -3.076036 1.760252 -0.521485 0.195 0.083 0.048
H -3.285029 -1.370421 -2.962313 0.236 0.030 0.285
H -3.956621 0.622771 -3.565304 0.075 0.292 -0.023
O 0.433666 0.069036 -1.476962 -0.910 -0.065 0.409
C 1.343370 0.830882 -2.132235 0.342 -0.209 0.000
C -0.050003 2.893658 -1.746628 -0.235 0.537 0.085
C 1.226950 2.353134 -1.867680 -0.101 -0.785 -0.210
H -0.888160 2.195078 -1.645242 0.460 0.294 -0.151
C -0.242198 4.282600 -1.752018 0.241 -0.357 -0.132
H 2.356140 0.546553 -1.806621 0.252 0.205 -0.150
C 2.347011 3.192901 -1.793065 -0.418 0.146 -0.250
H -1.252264 4.696799 -1.631273 0.445 -0.079 -0.199
C 0.868747 5.112099 -1.949181 -0.022 0.163 0.192
C 2.164225 4.576194 -1.917686 -0.070 -0.188 0.168
H 3.335221 2.748584 -1.642322 -0.261 0.138 -0.368
H 0.728742 6.187739 -2.092326 0.065 -0.300 0.169
H 3.036923 5.236753 -1.983418 -0.369 -0.202 0.072
Si 0.338983 -4.940869 -0.092274 0.070 0.102 -0.521
Cl 0.416004 -3.137765 -1.319753 0.362 -1.717 -0.192
C -1.299583 -5.789880 0.157741 -0.314 -0.325 -0.156
C 1.355040 -4.571344 1.419302 0.347 -0.117 0.328
C 1.234813 -6.378686 -1.006380 0.159 0.342 -0.484
H -2.191214 -5.271110 -0.180613 0.128 0.176 0.079
H -1.416413 -5.996027 1.224575 -0.074 0.119 -0.013
H -1.256024 -6.743443 -0.367293 0.032 -0.217 0.007
H 0.553091 -6.742278 -1.787045 0.115 0.124 0.024
H 1.451937 -7.264728 -0.384657 -0.166 0.488 0.148
H 2.168724 -6.101133 -1.508345 -0.065 0.043 0.135
H 1.368004 -3.544521 1.829302 -0.061 -0.513 -0.351
H 2.384764 -4.884390 1.150612 -0.385 0.290 0.353
H 0.981745 -5.244198 2.213071 0.229 0.229 -0.179
C -0.612031 -1.478326 7.686261 -0.063 -0.076 0.474
C -0.392643 -1.317255 6.212749 -0.135 0.024 -0.043
C 0.392432 -0.294856 5.667810 -0.106 -0.276 -0.529
C 0.557465 -0.246523 4.281400 -0.065 -0.218 0.320
N -0.049383 -1.093683 3.445980 -0.163 0.136 0.014
C -0.872675 -2.004661 3.968633 0.069 -0.227 0.168
C -1.032504 -2.190882 5.336914 0.182 0.342 -0.323
H 0.324398 -1.602256 8.243849 -0.097 0.058 -0.169
H -1.133174 -0.613962 8.117834 0.107 -0.110 -0.125
H -1.230101 -2.365349 7.872422 0.136 0.209 0.025
H 0.880673 0.459231 6.276573 -0.036 -0.177 0.097
H 1.203561 0.491778 3.815568 -0.060 -0.045 0.038
H -1.423135 -2.618387 3.256371 0.254 0.087 0.112
H -1.667263 -3.010117 5.672317 0.120 0.273 0.128
```
Positions in Å, forces in eV/Å.

Computed properties:
multiplicity	8
net charge	-1
<S²>	15.759
HOMO-LUMO gap (alpha / beta)	5.07 / 6.98	eV
LUMO level (alpha / beta)	2.53 / 2.53	eV

Löwdin atomic charge list, values in e, 8 entries: -0.06 -0.23 0.06 0.03 0.09 -0.13 -0.13 0.09

| no. | E (eV) |
| --- | --- |
| 1 | -222635.160 |
| 2 | -98430.794 |
| 3 | -103054.364 |